(1)
DFT (the ωB97M-V functional and the def2-TZVPD basis) results for a molecular structure, HNO3P2 in a non-equilibrium geometry.

XYZ file:
```
7
Properties=species:S:1:pos:R:3:nbo_charge:R:1
P 1.240 -0.462 1.346 1.5233
P -0.695 -0.978 -0.538 0.3781
O -1.330 1.506 -0.526 -0.3398
O 2.612 -0.683 1.019 -0.9848
O 0.625 0.877 0.453 -0.6778
N -0.594 0.596 -0.262 0.1013
H -1.859 -0.855 -1.492 -0.0003
```

E = -963.658720 hartree
Total charge = 0
ΔE to the lowest compared entry with this formula, charge and spin = 10.53 kcal per mole
Max |F| = 3.65 eV/A
HOMO-LUMO gap (spin up / spin down) = 8.3947 / 8.3954 eV



(2)
DFT (the ωB97M-V functional and the def2-TZVPD basis) results for a molecular structure, C6H2InO4 in a non-equilibrium geometry.

XYZ file:
```
13
Properties=species:S:1:pos:R:3:lowdin_spin:R:1
In 1.289 -1.972 3.865 0.1005
O -0.299 -0.299 2.316 0.3661
O -0.029 0.341 -3.033 -0.0718
O 1.166 -1.837 0.994 0.2451
O -1.103 2.413 -1.399 -0.0751
C -0.881 1.123 0.465 0.0712
C -0.040 0.275 -1.749 0.0176
C -0.323 -0.063 1.116 0.1301
C 0.567 -0.770 -1.192 0.0643
C -0.705 1.328 -0.821 0.0179
C 0.548 -1.090 0.255 0.1202
H 1.169 -1.315 -1.903 0.0084
H -1.358 1.867 1.086 0.0056
```

E = -719.963978 hartree
Total charge = +2
Multiplicity = 2
ΔE to the lowest compared entry with this formula, charge and spin = 28.55 kcal per mole
Max |F| = 9.48 eV/A
HOMO-LUMO gap (spin up / spin down) = 5.1277 / 4.7906 eV



(3)
DFT (the ωB97M-V functional and the def2-TZVPD basis) results for 2 unconnected molecules or ions with the total composition C9H16N2O in a non-equilibrium geometry.

XYZ file:
```
28
Properties=species:S:1:pos:R:3:lowdin_spin:R:1
O 2.702 -0.009 0.592 0.1371
N -1.785 0.116 1.155 0.0292
N -1.240 -0.296 0.043 0.0467
C 1.053 1.699 1.040 0.0687
C 0.221 -1.897 -1.004 0.0731
C -3.041 0.774 -0.530 0.0429
C 1.758 1.198 -1.395 0.0814
C -2.909 0.790 0.844 0.0507
C 0.158 -1.661 1.527 0.0583
C 1.634 0.737 0.036 0.6224
C -1.958 0.093 -0.999 0.0406
C -0.019 -1.012 0.144 0.5799
H -3.468 1.195 1.548 0.0036
H 1.726 2.596 1.225 0.0346
H 1.026 -2.754 -0.756 0.0000
H -0.089 -2.743 1.715 0.0241
H 2.658 -0.695 -0.031 0.0068
H 1.163 1.217 2.019 0.0036
H 1.252 0.406 -2.052 0.0207
H -3.817 1.404 -1.165 0.0015
H -1.751 -0.219 -2.081 0.0016
H 0.146 2.012 0.750 0.0041
H 1.206 -1.688 1.806 0.0099
H 0.494 -1.246 -1.867 0.0129
H 2.792 1.434 -1.802 0.0182
H -0.422 -1.038 2.256 -0.0002
H -0.668 -2.473 -1.292 0.0248
H 1.179 2.060 -1.726 0.0028
```

E = -537.051055 hartree
Total charge = 0
Multiplicity = 3
ΔE to the lowest compared entry with this formula, charge and spin = 12.86 kcal per mole
Max |F| = 5.31 eV/A
HOMO-LUMO gap (spin up / spin down) = 6.4117 / 8.4154 eV



(4)
DFT (the ωB97M-V functional and the def2-TZVPD basis) results for a single C5H11NO molecule.

XYZ file:
```
18
Properties=species:S:1:pos:R:3:nbo_charge:R:1
O -2.549 -1.563 0.081 -0.6117
N -1.220 0.250 -0.349 -0.6180
C 1.499 -0.324 -1.226 -0.6181
C -0.243 0.018 0.707 -0.0607
C 0.101 1.321 1.426 -0.6115
C -2.210 -0.642 -0.633 0.5328
C 1.005 -0.732 0.173 -0.4127
H -0.802 1.797 1.823 0.2195
H 1.815 -0.599 0.897 0.2072
H -0.753 -0.644 1.413 0.2316
H 0.768 -1.800 0.172 0.2151
H 2.329 0.386 -1.195 0.2088
H -0.961 0.884 -1.090 0.3870
H 0.603 2.035 0.761 0.1995
H 1.832 -1.199 -1.791 0.2197
H -2.695 -0.428 -1.607 0.1066
H 0.704 0.127 -1.827 0.1901
H 0.775 1.115 2.265 0.2147
```

E = -327.115276 hartree
Total charge = 0
ΔE to the lowest compared entry with this formula, charge and spin = 10.08 kcal per mole
SMILES = CC[C@@H](C)NC=O
Max |F| = 0.32 eV/A
HOMO-LUMO gap = 10.6145 eV



(5)
DFT (the ωB97M-V functional and the def2-TZVPD basis) results for a molecular structure, C33H86N5O13V in a non-equilibrium geometry.

XYZ file:
```
138
Properties=species:S:1:pos:R:3:lowdin_spin:R:1
V -1.872 -3.833 0.236 3.2907
O 3.292 -0.449 0.243 0.0000
O 0.833 -0.789 -5.136 0.0000
O 2.109 3.853 -7.164 0.0000
O -0.075 3.168 1.922 -0.0001
O -2.429 -1.863 -0.416 -0.2456
O -5.793 3.219 -0.775 -0.0001
O -4.767 -1.300 9.763 0.0000
O 5.621 2.334 4.350 0.0000
O -0.724 2.971 -3.616 -0.0001
O -4.373 -0.087 3.932 0.0000
O -0.341 -5.091 -8.128 0.0000
O 7.749 -0.370 2.130 0.0000
O -4.031 -3.008 -3.054 0.0015
N 5.296 -1.570 2.248 0.0000
N -4.576 -1.267 6.694 0.0000
N -2.710 -4.107 -5.586 0.0005
N 1.842 2.782 4.194 0.0000
N 1.375 1.893 -4.928 0.0000
C 1.266 1.675 3.379 0.0000
C 2.608 2.070 -5.677 0.0000
C 3.018 -1.325 1.296 0.0000
C 0.167 2.331 -2.822 -0.0001
C -1.661 -4.915 -6.181 0.0000
C -2.158 -0.529 -0.687 -0.0237
C 4.110 -2.315 1.671 0.0000
C 0.098 -4.462 -9.309 0.0000
C 2.080 5.242 -7.663 0.0000
C -4.334 0.614 5.166 0.0000
C 3.151 2.506 4.767 0.0000
C -1.097 3.286 0.940 -0.0001
C 8.826 0.390 2.745 0.0000
C 2.121 0.094 -0.367 0.0000
C -3.460 0.445 2.982 0.0000
C -5.100 -0.445 10.833 0.0000
C -2.205 -3.163 -4.584 0.0005
C -4.805 2.203 -0.834 -0.0002
C 1.559 2.155 -3.470 0.0000
C 5.750 1.090 4.798 0.0000
C -5.399 -2.944 -3.232 0.0000
C -5.871 -1.527 8.874 0.0000
C -2.060 2.507 -3.396 -0.0002
C -3.277 -2.285 -3.988 0.0001
C -0.152 1.981 2.777 0.0000
C 6.477 -2.440 2.105 0.0000
C 7.663 -1.675 2.761 0.0000
C 1.180 -1.273 -3.887 0.0000
C -5.196 -0.002 6.322 0.0000
C -0.892 -4.172 -7.223 0.0000
C 2.901 3.515 -6.038 0.0000
C 4.297 2.507 3.738 0.0000
C -5.389 -2.201 7.537 0.0000
H 8.764 0.392 3.833 0.0000
H -1.212 2.372 0.357 -0.0001
H -2.566 0.175 0.038 -0.0129
H 0.377 -0.863 -3.274 0.0000
H -5.817 -3.145 -4.218 0.0000
H 1.891 5.228 -8.737 0.0000
H -4.684 1.820 -1.848 0.0000
H -2.065 3.512 1.388 0.0000
H 4.128 1.796 2.930 0.0000
H 3.798 -3.079 2.384 0.0000
H -6.646 -2.123 9.356 0.0000
H -6.177 -0.139 5.867 0.0000
H -2.794 -1.499 -3.407 0.0001
H 1.218 2.997 4.958 0.0000
H -5.275 0.789 7.067 0.0000
H 6.720 -2.748 1.088 0.0000
H -0.391 1.143 2.122 0.0000
H -1.725 -3.734 -3.789 0.0004
H 3.245 1.629 5.408 0.0000
H -4.638 -2.968 7.725 0.0000
H 8.578 -2.260 2.666 0.0000
H 5.361 0.394 4.055 0.0000
H -3.280 0.595 5.445 0.0000
H 0.680 2.542 -5.268 0.0000
H 2.111 1.374 -2.947 0.0000
H -2.688 2.983 -4.149 0.0000
H 3.024 5.742 -7.449 0.0000
H -5.903 -2.029 -2.919 0.0000
H -6.315 -0.556 8.656 0.0000
H -3.842 -1.766 -4.762 0.0000
H -1.008 -5.263 -5.381 0.0000
H -3.996 0.346 2.038 -0.0001
H -0.089 1.444 -2.242 0.0000
H 5.425 -0.678 1.791 0.0000
H -3.334 1.517 3.129 0.0000
H 0.284 -5.212 -10.077 0.0000
H -3.799 2.542 -0.590 0.0000
H 1.873 1.421 2.511 0.0000
H 3.960 3.579 -6.289 0.0000
H 1.000 -3.889 -9.092 0.0000
H -6.235 -2.581 6.965 0.0000
H -5.711 0.385 10.477 0.0000
H 0.261 2.912 -1.905 0.0000
H 8.848 1.446 2.472 0.0000
H 0.896 0.167 -5.193 0.0000
H 2.438 1.549 -6.619 0.0000
H 7.388 -1.548 3.808 0.0000
H -5.734 -0.951 11.561 0.0000
H -1.977 -5.807 -6.720 0.0000
H -6.209 3.092 0.080 0.0000
H 4.393 -2.855 0.768 0.0000
H -2.546 -0.164 -1.638 -0.0097
H 4.371 3.512 3.321 0.0000
H -1.626 -3.580 -7.770 0.0000
H 5.243 0.839 5.729 0.0000
H 1.108 0.750 3.933 0.0000
H 2.358 1.034 -0.867 0.0000
H 6.788 0.861 5.039 0.0000
H 1.332 0.243 0.369 0.0000
H 2.779 4.091 -5.120 0.0000
H 3.450 1.557 -5.211 0.0000
H -4.237 -0.194 11.449 0.0000
H 1.329 5.798 -7.102 0.0000
H 2.167 -0.900 -3.613 0.0000
H 6.267 -3.318 2.717 0.0000
H 2.798 -0.677 2.144 0.0000
H -4.955 1.285 -0.265 -0.0001
H -0.695 -3.808 -9.673 0.0000
H 1.694 -0.649 -1.041 0.0000
H -2.519 -0.103 2.942 0.0001
H -0.922 2.196 3.518 0.0000
H 1.215 -2.361 -3.834 0.0000
H -5.809 -3.769 -2.647 0.0000
H 2.131 -1.935 1.124 0.0000
H -0.786 4.071 0.251 0.0000
H 3.373 3.370 5.393 0.0000
H -4.160 -1.703 5.884 0.0000
H 9.777 -0.094 2.522 0.0000
H -2.167 1.423 -3.356 -0.0002
H -1.114 -0.225 -0.766 -0.0010
H 2.137 3.074 -3.366 0.0000
H -3.306 -4.764 -5.103 0.0000
H -4.629 1.641 4.951 0.0000
H -2.394 2.823 -2.408 0.0000
H -0.199 -3.437 -6.814 0.0000
H -1.447 -2.501 -5.003 0.0000
```

E = -3504.035673 hartree
Total charge = +1
Multiplicity = 4
Max |F| = 4.68 eV/A
HOMO-LUMO gap (spin up / spin down) = 3.9200 / 3.9615 eV